Entry 1:
DFT (ωB97M-V/def2-TZVPD) results for a single C6H9N molecule in a non-equilibrium geometry.

Each line ends with the Mulliken charge.
CARTESIAN COORDINATES (ANGSTROEM)
C: 1.8164 -1.0797 0.7474  -1.251
C: 0.6134 -0.3999 0.1677  0.522
C: 0.6822 0.8567 -0.2677  -0.499
C: -0.6434 1.4889 -0.4856  -0.798
C: -1.6688 0.4787 -0.0009  -0.144
N: -1.7586 -0.7273 -0.7658  -0.521
C: -0.8109 -0.8416 0.3205  -0.260
H: 1.6401 -1.2323 1.8199  0.290
H: 2.6664 -0.3931 0.6622  0.319
H: 2.0977 -2.0404 0.3090  0.302
H: 1.5799 1.3946 -0.5467  0.342
H: -0.5482 1.4664 -1.5782  0.268
H: -0.7367 2.5180 -0.1083  0.412
H: -2.5998 0.8648 0.4422  0.367
H: -1.3496 -0.6410 -1.6857  0.270
H: -0.9801 -1.7129 0.9699  0.383

* energy: -7855.846 eV
* M: 95.145 g mol⁻¹
* total charge: 0

***

Entry 2:
DFT (ωB97M-V/def2-TZVPD) results for 12 unconnected molecules or ions with the total composition C48H72O24 in a non-equilibrium geometry.

Each line ends with the Mulliken charge.
CARTESIAN COORDINATES (ANGSTROEM)
O: -0.6780 2.3358 -1.8769  -0.079
C: -1.5332 3.1638 -2.1267  0.029
C: -1.4571 4.3578 -2.9928  -0.462
C: -2.6741 5.1955 -2.6680  -0.701
C: -3.6321 4.1358 -2.1450  -0.520
O: -2.7341 3.1733 -1.4923  0.079
H: -0.5102 4.8362 -2.6970  0.159
H: -1.5130 4.1121 -4.0334  0.403
H: -2.5116 5.9551 -1.8599  0.292
H: -3.0188 5.6404 -3.5629  0.366
H: -4.2575 4.5541 -1.3402  0.249
H: -4.1928 3.6074 -2.8940  0.363
O: -0.3592 -1.7918 -4.9603  -0.630
C: 0.4489 -0.8647 -4.8487  0.185
C: 0.6097 0.3656 -5.7010  -0.042
C: 2.0767 0.6781 -5.4582  -0.598
C: 2.2603 0.2157 -3.9904  0.577
O: 1.3158 -0.8783 -3.8592  -0.062
H: 0.3720 0.3464 -6.7930  0.431
H: -0.0200 1.1825 -5.2594  -0.135
H: 2.7290 0.0222 -6.0712  0.306
H: 2.2929 1.7748 -5.5145  0.293
H: 3.3239 -0.1642 -3.7986  0.155
H: 2.0153 1.0312 -3.2428  -0.597
O: -2.4430 4.7384 4.0236  -0.629
C: -1.5976 4.5740 3.1692  0.319
C: -1.7600 4.3423 1.6468  0.209
C: -0.5575 3.5332 1.3170  1.532
C: 0.4933 4.1002 2.2933  -0.027
O: -0.2798 4.4754 3.4908  -0.417
H: -2.6875 3.7817 1.4086  -0.349
H: -1.7458 5.3156 1.1522  0.389
H: -0.7977 2.4821 1.5368  -0.862
H: -0.2996 3.7467 0.2692  -0.376
H: 1.2205 3.3378 2.6424  -0.233
H: 1.0580 4.9572 1.9298  0.342
O: 1.0963 0.9753 2.1264  0.418
C: 0.9358 0.0142 1.3672  -0.130
C: 0.4489 -0.0478 -0.0364  1.999
C: 1.1449 -1.2614 -0.6230  1.131
C: 1.0450 -2.1455 0.5707  -0.139
O: 1.2489 -1.2766 1.8133  -0.760
H: -0.6024 -0.2723 0.0790  -0.666
H: 0.5600 0.8754 -0.6249  -0.861
H: 0.5611 -1.6576 -1.4775  -0.713
H: 2.1864 -1.0431 -1.0003  -0.161
H: 0.0787 -2.6822 0.5271  -0.316
H: 1.8872 -2.7776 0.5994  0.567
O: -5.3218 -2.9671 3.6135  -0.587
C: -4.4372 -3.7975 3.5805  0.502
C: -3.0078 -3.6093 3.0090  0.826
C: -2.1639 -4.7396 3.6086  -0.481
C: -3.2330 -5.6993 4.1172  -0.406
O: -4.5091 -5.0190 4.1578  -0.392
H: -2.9725 -3.6783 1.9394  -0.012
H: -2.5779 -2.5909 3.2063  -0.487
H: -1.5941 -5.2074 2.8270  0.263
H: -1.4710 -4.4055 4.3537  0.246
H: -3.3812 -6.6093 3.4372  0.261
H: -2.9280 -6.0791 5.1457  0.267
O: 1.2887 1.6892 6.0855  -0.654
C: 0.4444 0.9999 5.5324  0.630
C: -1.0427 1.4085 5.1687  -0.462
C: -1.5396 0.2409 4.3888  0.984
C: -0.5778 -0.8679 4.6585  -0.296
O: 0.6542 -0.2197 5.0801  -0.369
H: -1.5547 1.5712 6.1156  0.360
H: -1.0187 2.4303 4.7080  -0.308
H: -2.5882 -0.0063 4.5879  0.765
H: -1.5265 0.5255 3.3263  -0.822
H: -1.0311 -1.5912 5.3589  0.235
H: -0.2756 -1.4911 3.7769  -0.059
O: 3.9471 -3.4647 0.5970  -0.642
C: 4.9266 -2.9233 0.1182  0.422
C: 6.3590 -2.9479 0.6513  -0.249
C: 7.1101 -2.2517 -0.5523  -0.878
C: 6.0536 -1.6898 -1.4673  0.571
O: 4.8212 -2.3084 -1.0627  -0.235
H: 6.4401 -2.3468 1.5851  0.016
H: 6.6747 -3.9698 0.9639  0.450
H: 7.7449 -1.4332 -0.2049  0.321
H: 7.6534 -2.9832 -1.0497  0.361
H: 5.9087 -0.6446 -1.3524  -0.574
H: 6.1718 -2.0551 -2.5494  0.420
O: -2.8106 -0.5611 0.5075  -0.594
C: -3.6854 -0.0055 1.1251  -0.570
C: -5.0815 -0.3873 1.3472  0.091
C: -5.7100 0.8135 2.0544  -1.054
C: -4.7328 1.9034 1.7994  -0.427
O: -3.4684 1.2339 1.6253  0.395
H: -5.5706 -0.5234 0.3602  0.378
H: -5.1308 -1.2766 1.9433  -0.042
H: -6.7123 1.0762 1.7437  0.381
H: -5.7101 0.5737 3.1108  0.325
H: -5.0110 2.5224 0.9183  0.260
H: -4.6656 2.5705 2.6494  0.398
O: -5.3164 1.2335 -3.5408  -0.632
C: -4.5115 0.2830 -3.5499  0.336
C: -3.0894 0.2940 -2.9997  1.203
C: -2.8516 -1.1465 -2.7334  1.641
C: -3.7452 -1.8609 -3.7465  -0.363
O: -4.8447 -0.9794 -4.0080  -0.412
H: -2.3137 0.6927 -3.6537  -0.200
H: -3.0436 0.9130 -2.1273  -0.663
H: -1.8241 -1.4619 -2.7941  -0.792
H: -3.2384 -1.4714 -1.7259  -0.327
H: -3.2429 -2.1427 -4.6725  0.159
H: -4.1530 -2.8020 -3.4056  0.186
O: 5.3795 0.1942 1.0078  -0.419
C: 5.0207 0.6525 2.0548  0.515
C: 4.2915 -0.0294 3.2474  -0.412
C: 3.7052 1.1164 4.0214  1.233
C: 4.6713 2.2177 3.6914  -0.831
O: 5.3445 1.8975 2.4494  -0.400
H: 3.5200 -0.7382 2.8793  -0.098
H: 4.9916 -0.6460 3.8350  0.501
H: 2.7114 1.3168 3.6012  -1.296
H: 3.6915 0.9164 5.0720  0.623
H: 4.1853 3.1467 3.5260  0.389
H: 5.5214 2.4228 4.4453  0.210
O: 4.4757 2.5870 -4.1824  -0.659
C: 4.1081 2.7553 -3.0080  0.436
C: 4.7611 2.2655 -1.7167  0.022
C: 3.7516 2.5401 -0.6874  0.277
C: 2.7519 3.5283 -1.3726  -0.007
O: 2.8980 3.3237 -2.7598  -0.316
H: 5.0654 1.2922 -1.8883  -0.438
H: 5.6730 2.8486 -1.4568  0.358
H: 3.1176 1.6840 -0.3393  -0.596
H: 4.1173 2.9294 0.2044  0.708
H: 1.7817 3.1869 -0.9975  -0.373
H: 3.0457 4.5420 -1.1391  0.577
O: -1.1666 -4.2408 -0.5797  -0.535
C: -1.2725 -4.4169 -1.7200  0.347
C: -0.2080 -4.5591 -2.8044  -0.186
C: -1.0543 -4.7283 -4.0696  0.050
C: -2.3362 -5.3586 -3.5934  -0.571
O: -2.5350 -4.7325 -2.2462  -0.405
H: 0.4535 -3.7595 -2.9447  -0.009
H: 0.3071 -5.4938 -2.5559  0.453
H: -1.2082 -3.7011 -4.4023  -0.197
H: -0.5386 -5.3263 -4.8149  0.469
H: -3.2682 -5.0451 -4.0894  0.316
H: -2.2835 -6.4178 -3.3691  0.274

* energy: -100085.145 eV
* M: 1033.080 g mol⁻¹
* total charge: 0

***

Entry 3:
DFT (ωB97M-V/def2-TZVPD) results for a molecular structure, C38H35AlClN2Si2 in a non-equilibrium geometry.

Each line ends with the Mulliken charge.
CARTESIAN COORDINATES (ANGSTROEM)
C: -1.4200 -0.3634 0.6672  -0.227
C: -2.2786 -0.0686 -0.4517  -1.010
C: -2.1189 -1.0875 -1.4122  -0.330
H: -3.0463 0.7090 -0.4654  0.597
C: -1.1976 -2.0422 -0.9338  -0.405
C: -0.7368 -1.6257 0.3551  -0.820
H: -0.2142 -2.2549 1.0792  0.852
H: -1.4964 0.0734 1.6690  0.635
H: -2.7044 -1.1924 -2.3234  0.518
H: -0.9584 -2.9929 -1.4098  0.543
Al: 0.3464 0.0528 -0.3136  -0.046
Si: -0.1010 0.0456 -7.0929  0.772
C: 0.2466 1.6164 -8.0366  0.359
C: 1.4811 1.7970 -8.6794  -0.258
H: 2.2051 0.9791 -8.7238  0.347
C: 1.8008 3.0378 -9.2400  -0.652
H: 2.7741 3.1816 -9.7152  0.392
C: 0.8751 4.0890 -9.1920  -0.511
H: 1.1296 5.0619 -9.6228  0.386
C: -0.3775 3.8891 -8.5933  -0.555
H: -1.1046 4.7038 -8.5688  0.398
C: -0.6979 2.6525 -8.0264  -0.426
H: -1.6696 2.4907 -7.5609  0.363
C: 0.4234 -1.3336 -8.2600  0.559
C: -0.2318 -1.4323 -9.4992  -0.344
H: -1.0576 -0.7572 -9.7321  0.328
C: 0.1829 -2.3754 -10.4464  -0.654
H: -0.3267 -2.4400 -11.4095  0.382
C: 1.2596 -3.2274 -10.1699  -0.449
H: 1.5901 -3.9589 -10.9114  0.367
C: 1.9135 -3.1350 -8.9370  -0.716
H: 2.7608 -3.7871 -8.7158  0.382
C: 1.4923 -2.2023 -7.9831  -0.009
H: 2.0169 -2.1356 -7.0277  0.005
H: -1.5518 -0.0082 -6.8732  -0.212
Si: 1.5985 0.0507 -5.1585  -0.041
C: 0.6108 -1.4951 -4.6124  1.216
C: -0.7977 -1.5940 -4.6232  -0.438
H: -1.4300 -0.7234 -4.8351  0.515
C: -1.4386 -2.8206 -4.4217  -0.979
H: -2.5327 -2.8730 -4.4635  0.450
C: -0.6847 -3.9696 -4.1765  -0.652
H: -1.1839 -4.9303 -4.0437  0.408
C: 0.7104 -3.8781 -4.0813  -0.702
H: 1.3069 -4.7663 -3.8562  0.425
C: 1.3451 -2.6482 -4.2706  -0.921
H: 2.4266 -2.5693 -4.1532  0.408
C: 0.7228 1.5638 -4.4332  0.273
C: -0.3147 1.4170 -3.5014  0.924
H: -0.5355 0.4232 -3.1060  -0.168
C: -1.1056 2.4971 -3.1140  -0.994
H: -1.9874 2.3337 -2.4816  0.503
C: -0.8012 3.7776 -3.5900  -0.573
H: -1.3862 4.6388 -3.2530  0.459
C: 0.2403 3.9508 -4.5088  -0.730
H: 0.4457 4.9398 -4.9284  0.432
C: 1.0090 2.8568 -4.9127  -0.458
H: 1.8016 2.9941 -5.6511  0.343
H: 2.8941 0.0096 -4.4426  -0.130
Cl: 1.7932 -0.4589 -1.7389  -0.351
N: 0.1345 2.0332 -0.1711  -0.125
C: 0.9033 2.4471 1.0182  0.508
C: 0.9918 3.7719 1.3928  -0.396
C: 1.8075 4.0997 2.5054  -0.833
C: 2.5295 3.1266 3.1787  -0.884
C: 2.4465 1.7518 2.8051  0.199
C: 3.1643 0.6992 3.4062  -0.461
C: 2.9996 -0.5990 2.9555  -1.026
C: 2.1199 -0.8628 1.9027  0.199
N: 1.4379 0.1313 1.2940  0.222
C: 1.5796 1.4385 1.7219  0.124
H: -0.8409 2.3287 -0.1038  0.508
H: 0.4483 2.5211 -1.0176  0.444
H: 0.4495 4.5459 0.8467  0.515
H: 1.8693 5.1429 2.8231  0.395
H: 3.1860 3.3846 4.0105  0.419
H: 3.8403 0.9308 4.2292  0.449
H: 3.5376 -1.4374 3.3978  0.404
H: 1.9743 -1.8735 1.5158  0.563

* energy: -77826.130 eV
* M: 638.319 g mol⁻¹
* total charge: +1

***

Entry 4:
DFT (ωB97M-V/def2-TZVPD) results for a molecular structure, C28H26BCoN5O.

Each line ends with the Löwdin spin population.
CARTESIAN COORDINATES (ANGSTROEM)
Co: -0.5608 0.6440 -0.7708  1.697
N: 1.2705 -5.2562 7.4768  0.036
C: 1.0737 -4.6002 6.5483  0.015
C: 0.8283 -3.7842 5.3941  0.063
C: 0.8899 -2.3896 5.4852  0.004
C: 0.6504 -1.6083 4.3767  0.046
C: 0.3387 -2.1722 3.1195  0.048
C: 0.2883 -3.5828 3.0554  0.046
C: 0.5227 -4.3698 4.1606  0.005
C: 0.0835 -1.3468 1.9533  0.237
C: -0.7521 -0.1870 2.1103  0.007
C: -1.4688 0.2269 3.2511  0.085
C: -2.1656 1.3923 2.9021  0.026
C: -1.8750 1.6311 1.5675  0.073
N: -1.0458 0.6804 1.0869  -0.006
C: 0.6798 -1.7215 0.7047  0.021
C: 1.6286 -2.7364 0.4757  0.109
C: 1.9562 -2.6925 -0.8858  0.038
C: 1.2296 -1.6419 -1.4246  0.101
N: 0.4623 -1.0453 -0.4782  0.092
H: 1.1443 -1.9266 6.4308  -0.001
H: 0.7295 -0.5330 4.4531  0.001
H: 0.0260 -4.0455 2.1142  0.001
H: 0.4553 -5.4479 4.0832  -0.001
H: -1.5021 -0.2805 4.2012  0.004
H: -2.8196 1.9788 3.5296  0.000
H: -2.2547 2.3943 0.9053  0.004
H: 2.0467 -3.3986 1.2165  0.006
H: 2.6473 -3.3300 -1.4161  0.001
H: 1.2214 -1.2810 -2.4396  0.006
C: -3.0977 -1.5178 -0.9348  0.004
C: -3.3618 -0.0321 -0.7061  0.013
C: -4.6894 0.3863 -1.3323  0.004
O: -2.3557 0.7554 -1.2737  0.120
H: -3.9205 -2.1282 -0.5474  0.000
H: -2.1767 -1.8285 -0.4387  0.000
H: -2.9841 -1.7106 -2.0057  0.000
H: -3.4398 0.1272 0.3805  0.002
H: -4.6507 0.2294 -2.4136  0.000
H: -4.8687 1.4479 -1.1511  0.000
H: -5.5268 -0.1863 -0.9204  0.001
B: 0.4606 0.9584 -5.3076  0.000
C: 0.1196 0.8377 -3.7585  0.000
N: -0.1120 0.7558 -2.6340  -0.009
H: 1.1801 0.0171 -5.5938  0.000
H: 1.0352 2.0167 -5.4786  0.000
H: -0.5867 0.9148 -5.9255  0.000
C: 0.6683 2.1852 -0.2890  0.046
C: 1.4927 2.7662 -1.3529  0.006
C: 2.7408 2.2200 -1.6853  0.009
C: 3.5233 2.7623 -2.6836  -0.001
C: 3.0806 3.8837 -3.3862  0.010
C: 1.8282 4.4238 -3.0946  -0.001
C: 1.0524 3.8691 -2.0975  0.009
C: 3.9105 4.4852 -4.3944  0.002
N: 4.5829 4.9902 -5.1824  0.005
H: 0.0039 2.9095 0.1793  0.007
H: 1.2614 1.6778 0.4730  0.007
H: 3.0806 1.3384 -1.1541  0.001
H: 4.4800 2.3198 -2.9302  0.000
H: 1.4690 5.2748 -3.6592  0.000
H: 0.0719 4.2806 -1.8882  0.000

* energy: -77260.159 eV
* M: 518.295 g mol⁻¹
* <S²>: 3.802
* spin multiplicity: 4
* total charge: -2